# 1
Below is a single C3H2ClNO2 molecule, with properties calculated with wB97M-V/def2-TZVPD.

## Properties
Energy relative to the best compared isomer or geometry (same formula, charge and spin), kcal/mol: 15.8
DFT total energy, eV: -21250.078
Largest force on an atom, eV Å⁻¹: 0.70
Charge: 0

Geometry as XYZ:
```
9
Properties=species:S:1:pos:R:3:forces:R:3
O 1.31063 -1.15262 1.05905 -0.11 0.41 0.45
C 0.46885 -0.46936 0.25936 -0.29 0.49 0.30
N 0.24786 -0.87428 -1.03221 0.10 -0.11 0.00
C -0.59647 -0.02184 -1.49933 0.10 0.06 0.29
O -0.97269 0.93248 -0.63227 -0.09 0.22 0.11
C -0.27827 0.64359 0.51047 0.28 -0.57 -0.28
Cl -0.48403 1.62155 1.88228 0.04 -0.09 -0.11
H 1.33011 -0.71108 1.93236 0.02 -0.34 -0.59
H -1.02599 0.03155 -2.47971 -0.05 -0.06 -0.17
```
Positions in Å, forces in eV/Å.

These are the natural (NBO) partial charges, in e, on atoms 1 to 6: -0.640 0.360 -0.457 0.337 -0.400 0.059



# 2
Below is a molecular structure, C3H2ClNO2 at a distorted geometry, with properties calculated with wB97M-V/def2-TZVPD.

## Properties
Energy relative to the best compared isomer or geometry (same formula, charge and spin), kcal/mol: 25.2
DFT total energy, eV: -21249.672
Largest force on an atom, eV Å⁻¹: 4.44
Charge: 0

Geometry as XYZ:
```
9
Properties=species:S:1:pos:R:3:forces:R:3
C -0.88566 0.16613 0.47372 0.50 0.06 -0.80
C 1.15988 -0.37069 -0.00308 -1.88 0.02 -2.15
C -0.39838 0.19997 -0.99054 3.46 1.15 2.52
N 0.28787 -0.29170 1.03450 1.37 -1.01 2.68
O -1.87298 0.43637 1.05804 -1.29 0.34 0.17
O 2.26444 -0.77817 -0.15178 -0.76 0.64 0.12
Cl -0.31116 1.75618 -1.79940 -0.14 -0.26 0.33
H -0.71016 -0.51885 -1.66135 -0.84 -1.60 -1.08
H 0.46614 -0.59923 2.03989 -0.43 0.66 -1.79
```
Positions in Å, forces in eV/Å.

These are the natural (NBO) partial charges, in e, on atoms 1 to 6: 0.664 0.740 -0.388 -0.662 -0.511 -0.514